Computed, not measured: a cluster of 40 separate species, H80O40 in total, with the ωB97M-V functional and the def2-TZVPD basis.

Properties
- LUMO level (Eh) = -0.029
- HOMO-LUMO gap (eV) = 9.809
- HOMO (eV) = -10.6

```
120
Properties=species:S:1:pos:R:3:mulliken_charge:R:1
O 4.168 3.558 0.908 -0.746
O -3.040 -0.527 3.354 -0.493
O 3.109 -4.248 -0.224 -0.638
O 1.346 -2.148 -3.607 -0.643
O -1.224 -3.575 -4.164 -0.820
O -2.124 0.348 -2.414 -0.310
O -3.029 2.250 3.947 -0.504
O -0.904 1.322 1.759 0.933
O 1.386 0.359 -6.414 -0.650
O -0.295 5.244 2.366 -0.571
O -1.242 -3.797 4.581 -0.624
O -1.061 -2.137 -2.154 1.380
O 3.454 -0.800 -0.995 -0.759
O 5.183 0.079 3.372 -0.647
O -1.521 -0.625 5.539 -0.679
O -3.632 1.086 -4.406 -0.651
O -0.934 -4.754 1.755 -0.575
O 0.898 -2.479 0.445 0.083
O -2.563 3.730 0.115 -0.636
O 1.447 -3.515 4.238 -0.645
O 1.106 0.262 -1.671 0.541
O -3.618 -1.821 -2.936 -0.474
O 3.008 3.593 -4.310 -0.704
O -0.650 -1.395 2.877 0.376
O -5.871 0.666 3.461 -0.645
O 3.809 -1.610 -4.306 -0.483
O 2.642 1.939 5.045 -0.629
O 0.622 2.172 -3.461 -0.324
O 3.060 3.718 3.323 -0.681
O 1.384 2.307 0.405 0.405
O -0.482 4.092 -1.489 -0.534
O 2.859 4.384 -1.309 -0.615
O -0.811 -1.292 -5.415 -0.771
O -3.292 -0.451 0.222 -0.588
O 4.442 1.180 -4.694 -0.641
O 0.078 1.785 4.436 -0.750
O -1.314 -4.389 -1.267 -0.582
O 2.499 0.023 1.689 -0.208
O -2.931 -2.401 0.878 0.023
O -5.346 -3.985 -0.590 -0.634
H 2.223 -2.370 -3.899 0.258
H 0.941 -1.739 -4.403 0.221
H 3.314 3.592 4.265 0.335
H -2.093 3.289 0.759 0.133
H 3.061 -1.620 -0.772 0.251
H 4.340 2.106 -4.275 0.316
H 1.828 2.333 5.191 0.372
H -0.252 -4.183 1.956 0.203
H -1.105 4.675 2.559 0.228
H -0.023 -1.796 2.279 -0.208
H 0.040 -2.712 -0.047 0.461
H 0.028 1.007 1.791 -0.156
H -4.885 -3.771 -1.393 0.294
H 3.308 4.043 -0.531 0.467
H -3.713 0.403 -0.010 0.211
H -5.476 0.011 4.058 0.327
H 1.589 2.890 -0.403 -0.160
H 1.874 -3.385 5.132 0.264
H 2.005 4.539 -0.900 0.195
H -0.207 1.978 -2.960 0.151
H 2.075 -3.431 3.403 0.293
H -3.597 2.252 4.616 0.244
H -2.404 1.003 -1.724 0.010
H 5.261 0.955 -4.308 0.316
H -3.647 -1.053 -2.396 0.185
H -0.377 -3.822 4.376 0.417
H -3.594 -2.859 1.312 0.083
H 3.817 -0.698 -4.255 0.341
H -1.553 -1.646 2.495 -0.038
H 1.327 0.825 -2.304 0.253
H -2.281 0.069 3.667 0.218
H 4.632 -1.996 -4.686 0.222
H 3.780 -3.931 0.285 0.312
H -1.147 -0.905 -4.638 0.231
H -4.400 -1.563 -3.482 0.297
H 2.927 -0.805 1.346 0.256
H -0.014 5.174 3.291 0.314
H 0.546 -1.640 0.497 -0.428
H 4.943 4.094 1.324 0.262
H -1.530 -3.681 -1.980 -0.149
H -1.391 4.059 -1.108 0.319
H -1.687 -3.369 3.852 0.196
H -2.150 2.636 4.089 0.207
H -4.524 0.785 -4.653 0.283
H -2.630 0.639 -3.186 0.241
H 0.649 2.235 3.824 0.134
H 0.253 0.832 4.456 0.512
H 0.368 -0.225 -2.087 -0.707
H -3.248 -1.067 4.025 0.249
H 3.570 3.169 1.603 0.375
H -1.471 -3.098 -3.306 0.485
H 3.192 3.814 -3.365 0.340
H 3.111 1.226 5.591 0.283
H -1.774 -4.487 1.677 0.276
H 0.614 2.424 -4.330 0.147
H -2.984 0.530 -4.965 0.348
H 2.143 3.981 -4.496 0.231
H -3.005 -2.492 -0.109 -0.019
H 2.344 -3.654 0.043 0.133
H -5.081 0.874 2.970 0.292
H -0.035 4.929 -1.549 0.228
H 4.419 0.622 3.605 0.329
H 4.838 -0.127 2.506 0.308
H 3.133 0.728 1.525 0.102
H -0.902 2.252 1.840 -0.312
H 0.596 -0.275 -6.424 0.383
H 1.336 1.368 0.095 0.050
H -0.256 -1.646 -2.404 -0.348
H -1.070 -1.461 5.557 0.358
H -2.226 -4.831 -1.415 0.281
H 2.719 -0.212 -1.247 0.329
H -0.275 -3.562 -3.983 0.501
H -2.958 -0.750 1.033 0.325
H -3.247 4.171 0.589 0.291
H 1.689 0.298 -5.603 0.218
H -0.957 -2.296 -5.174 0.502
H -1.595 -1.532 -1.753 -0.242
H -1.105 -0.083 5.012 0.035
H 2.411 3.094 3.128 0.341
H -4.990 -3.276 0.011 0.304
```

Computed, not measured: an isolated molecule of C4H9NO, with the ωB97M-V functional and the def2-TZVPD basis.

Properties
- LUMO level (Eh) = 0.025
- HOMO-LUMO gap (eV) = 8.491
- HOMO (eV) = -7.8

```
15
Properties=species:S:1:pos:R:3:nbo_charge:R:1
O -0.152 -1.446 -1.016 -0.727
N -1.441 0.827 0.145 -0.596
C 1.185 -1.166 0.893 -0.621
C 0.016 0.832 -0.140 -0.118
C 0.697 -0.511 -0.387 0.082
C -0.857 1.436 -1.166 -0.444
H -1.752 1.366 0.947 0.398
H 0.333 -1.376 1.549 0.203
H 1.561 -0.276 -1.033 0.169
H -0.897 2.526 -1.018 0.153
H 1.674 -2.116 0.661 0.224
H 1.895 -0.524 1.424 0.205
H -1.967 -0.027 0.008 0.408
H -0.839 -0.963 -1.493 0.479
H 0.544 1.416 0.624 0.186
```

Computed, not measured: a cluster of 2 separate species, C31H31BF4O2S in total, with the ωB97M-V functional and the def2-TZVPD basis.

Properties
- LUMO level (Eh) = -0.003
- HOMO-LUMO gap (eV) = 8.040
- HOMO (eV) = -8.1
- SMILES = CC1(C)OB([C@H](c2ccccc2)c2ccc(F)cc2)OC1(C)C.Cc1ccc(-c2ccc(C(F)(F)F)cc2)s1

```
70
Properties=species:S:1:pos:R:3:nbo_charge:R:1
S -0.007 3.633 -1.279 0.438
F 6.430 0.137 0.286 -0.337
F 7.141 2.190 0.602 -0.324
F 3.766 -2.607 3.759 -0.339
F 6.804 1.455 -1.441 -0.326
O -2.061 -2.158 1.005 -0.763
O -2.281 -0.849 -0.913 -0.738
C 4.263 1.882 1.138 -0.165
C -4.318 -1.880 -1.492 -0.627
C -3.561 -0.649 2.129 -0.640
C 0.980 -1.083 1.031 -0.050
C 2.847 -2.169 2.830 0.396
C 4.880 1.861 -0.105 -0.172
C -1.394 4.012 -0.325 -0.181
C 2.827 2.377 -1.218 -0.236
C 0.818 -0.606 -2.569 -0.271
C -4.319 0.343 -0.440 -0.629
C -3.439 -1.667 1.003 0.259
C 6.310 1.433 -0.170 0.979
C -4.272 -2.886 1.328 -0.627
C 0.854 -3.415 -2.500 -0.198
C -3.626 -1.008 -0.443 0.239
C -2.507 4.840 -0.833 -0.643
C 2.370 -1.004 0.805 -0.122
C 2.908 2.169 1.211 -0.201
C 2.192 2.499 0.030 0.035
C 0.465 -1.274 -1.391 0.131
C 0.571 -1.681 2.232 -0.199
C 0.521 -2.681 -1.362 -0.268
C -1.246 3.556 0.979 -0.258
C 0.023 -0.653 -0.074 -0.618
C 3.306 -1.560 1.666 -0.311
C 1.121 -1.337 -3.728 -0.186
C 1.488 -2.279 3.106 -0.292
C 1.124 -2.738 -3.705 -0.236
C 4.176 2.081 -1.285 -0.167
C 0.844 2.985 0.103 -0.248
C 0.022 2.972 1.225 -0.230
B -1.451 -1.491 0.003 1.221
H -4.137 -1.429 -2.480 0.228
H -2.118 5.677 -1.435 0.228
H -4.336 0.778 -1.446 0.225
H -5.343 -2.635 1.392 0.214
H -4.583 -0.254 2.191 0.220
H 4.687 1.988 -2.239 0.237
H -3.212 4.267 -1.454 0.226
H 0.920 -4.500 -2.428 0.215
H 4.377 -1.524 1.451 0.238
H -4.113 -3.657 0.565 0.222
H -3.871 1.071 0.249 0.219
H -5.404 -1.879 -1.331 0.206
H -2.858 0.186 1.994 0.220
H 2.402 2.118 2.178 0.221
H -2.022 3.715 1.718 0.221
H -0.481 -1.744 2.488 0.233
H 1.339 -3.303 -4.610 0.214
H -3.346 -1.153 3.078 0.221
H -3.911 -3.283 2.299 0.224
H 2.722 -0.544 -0.124 0.208
H 1.164 -2.827 3.976 0.227
H -3.938 -2.915 -1.487 0.216
H 4.830 1.621 2.034 0.235
H 1.400 -0.801 -4.640 0.212
H -5.367 0.203 -0.141 0.209
H 2.270 2.508 -2.154 0.221
H 0.356 -3.201 -0.408 0.222
H -3.039 5.249 0.034 0.228
H -0.137 0.430 -0.101 0.259
H 0.847 0.487 -2.561 0.210
H 0.332 2.601 2.195 0.227
```

Computed, not measured: an isolated molecule of C9H11O2PS, with the ωB97M-V functional and the def2-TZVPD basis.

Properties
- LUMO level (spin up / spin down) (Eh) = -0.036 / -0.036
- HOMO-LUMO gap (spin up / spin down) (eV) = 6.962 / 6.962
- HOMO (spin up / spin down) (eV) = -7.9 / -7.9

```
24
Properties=species:S:1:pos:R:3:nbo_charge:R:1
S -0.368 0.915 2.979 0.396
P -1.426 -0.960 1.007 1.406
O -0.662 0.361 -0.041 -0.673
O -0.903 -2.102 0.231 -1.103
C 0.879 0.673 4.194 -0.406
C -0.196 -0.726 2.448 -0.555
C 0.220 -0.018 -2.172 -0.197
C -0.113 0.217 -3.584 -0.635
C -1.660 1.633 -1.734 -0.704
C 1.389 -0.587 4.090 -0.251
C 0.732 -1.415 3.138 -0.276
C -0.603 0.675 -1.259 0.619
C 1.151 -0.810 -1.624 -0.159
H 1.600 -1.675 -2.116 0.204
H 0.631 -0.171 -4.307 0.232
H 2.308 -1.033 4.627 0.223
H -1.526 1.885 -2.707 0.217
H 0.980 1.428 4.943 0.232
H 0.069 1.318 -3.683 0.228
H 1.605 -0.752 -0.608 0.230
H 1.269 -2.300 2.797 0.233
H -2.563 1.045 -1.614 0.253
H -1.062 -0.188 -3.860 0.232
H -1.752 2.587 -1.144 0.254
```

Computed, not measured: a structure of composition H12Na6O10S, with the ωB97M-V functional and the def2-TZVPD basis.

Properties
- LUMO level (Eh) = -0.591
- charge = +4
- HOMO-LUMO gap (eV) = 4.114
- HOMO (eV) = -20.2

```
29
Properties=species:S:1:pos:R:3:nbo_charge:R:1
S -0.038 -15.177 9.051 2.600
Na 3.019 -16.473 10.912 0.995
Na -0.433 -18.473 9.645 0.986
Na 2.200 -17.441 8.189 0.978
Na -2.382 -15.813 10.688 0.972
Na -2.988 -17.356 7.834 0.985
Na 0.447 -14.371 12.361 0.986
O -0.510 -14.218 10.051 -1.120
O 2.566 -13.032 7.810 -0.962
O -1.729 -12.584 6.747 -0.909
O 1.076 -11.945 10.197 -0.872
O 1.307 -15.665 9.323 -1.178
O -0.981 -16.328 8.949 -1.249
O 2.023 -15.785 6.079 -1.015
O 0.023 -14.420 7.781 -0.984
O -2.767 -12.478 9.959 -0.899
O -1.510 -15.623 5.608 -0.926
H 1.634 -13.194 7.954 0.458
H 1.590 -12.304 10.924 0.427
H -2.065 -13.133 9.959 0.434
H -3.426 -12.802 9.338 0.471
H 0.373 -12.576 10.054 0.449
H -2.576 -12.479 7.186 0.463
H -0.981 -15.179 6.279 0.480
H -1.058 -16.457 5.449 0.457
H 1.779 -15.102 6.714 0.488
H 2.583 -12.382 7.100 0.506
H 2.462 -15.299 5.372 0.531
H -1.148 -12.986 7.401 0.447
```